C3H4ClNO2 | ωB97M-V/def2-TZVPD

Last column: Löwdin charge in e.
Element x y z (Å)
1 C -0.12992 -0.25417 -0.07745  -0.188
2 C 0.98487 0.60657 0.06711  0.004
3 C 2.54516 -0.14697 -0.07432  -0.570
4 Cl 2.84884 -1.81064 -0.00607  0.760
5 N 3.53473 0.76308 0.02461  -0.462
6 O 3.23171 1.97867 -0.04196  0.005
7 O 4.70394 0.32594 0.04556  0.014
8 H -1.02762 0.31653 -0.66874  0.139
9 H -0.00747 -1.28421 -0.39534  0.046
10 H -0.63836 -0.57217 0.98010  0.142
11 H 0.96851 1.67466 0.38734  0.111

Gap between HOMO and LUMO (alpha / beta)   8.18 / 7.26 eV
HOMO level (alpha / beta)   -9.4 / -9.2 eV
Largest force on an atom   0.164 Eh/bohr
Calculated total energy   -781.8973 hartree
LUMO level (alpha / beta)   -1.219 / -1.912 eV
Relative energy (zero: lowest compared OMol25 entry of this formula, charge and spin)   161.8 kcal per mole